*P*
Molecular formula: C4H8NO3
Method: DFT, the ωB97M-V functional and the def2-TZVPD basis

Last column: natural (NBO) charge in e.
CARTESIAN COORDINATES (ANGSTROEM)
C  0.72951  -2.68050  -1.53001  -0.7078
C  0.60019  -1.30302  -1.03854  0.7229
O  -0.01099  -1.08801  0.08544  -0.8548
O  1.07244  -0.39878  -1.64741  -0.7427
H  0.16140  -3.56173  -0.89386  0.1966
H  1.85532  -2.97804  -1.55522  0.2060
H  0.35825  -2.62307  -2.58621  0.2112
C  0.06677  1.40031  1.94620  -0.7232
C  -0.87846  2.05424  1.05170  0.6691
O  -1.53964  3.08804  1.29025  -0.7028
N  -1.10188  1.59149  -0.22779  -0.8073
H  -1.57479  2.06005  -0.82961  0.3653
H  -0.59246  0.75784  -0.44439  0.4324
H  0.01805  1.94101  2.86392  0.2157
H  1.08166  1.36920  1.40937  0.2506
H  -0.24538  0.37097  2.10615  0.2689

* orbital gap: 8.3 eV
* charge: -1
* HOMO level: -4.246 eV


*Q*
Molecular formula: C4H8NO3
Method: DFT, the ωB97M-V functional and the def2-TZVPD basis

Last column: natural (NBO) charge in e.
CARTESIAN COORDINATES (ANGSTROEM)
C  0.44816  1.09666  0.82150  -0.7869
C  1.76916  1.71378  0.83236  0.6855
O  2.61048  1.55981  1.70499  -0.6478
N  2.11646  2.55305  -0.23345  -0.8550
H  0.47267  -0.01846  0.81192  0.3554
H  -0.22793  1.35789  0.01029  0.2095
H  3.09624  2.75008  -0.31399  0.3847
H  1.52070  2.80273  -1.00796  0.3834
H  -0.01128  1.22182  1.80409  0.2329
C  -2.33812  -2.25297  -0.61384  -0.7399
C  -0.81871  -1.89076  -0.59533  0.7630
O  -0.26027  -1.99804  -1.70306  -0.7730
O  -0.25911  -1.67198  0.51271  -0.8007
H  -2.99294  -1.37554  -0.66549  0.1947
H  -2.60251  -2.99401  0.13926  0.1953
H  -2.52300  -2.85406  -1.50400  0.1989

* orbital gap: 7.9 eV
* charge: -1
* HOMO level: -4.221 eV


The computed energies, referenced to the most stable structure and given in hartree, are *P* 0.0167; *Q* 0.0000.


*P*
Molecular formula: C4H8NO3
Method: DFT, the ωB97M-V functional and the def2-TZVPD basis

Last column: natural (NBO) charge in e.
CARTESIAN COORDINATES (ANGSTROEM)
C  -1.55859  -1.27237  -1.23815  -0.7142
C  -1.07074  -2.01306  -0.02236  0.6601
O  -1.59648  -3.07183  0.33217  -0.7008
N  -0.13574  -1.37072  0.68485  -0.8273
H  0.19095  -1.73157  1.56269  0.3777
H  0.22807  -0.44792  0.32964  0.4507
H  -1.65295  -0.19702  -1.05164  0.2345
H  -2.56470  -1.61000  -1.46528  0.2114
H  -0.89122  -1.32802  -2.09446  0.2263
C  1.84842  2.93590  -0.42884  -0.7256
C  0.98894  1.82540  0.18861  0.7685
O  1.04194  0.73046  -0.46636  -0.8135
O  0.33196  2.04059  1.21410  -0.7483
H  1.63380  3.01340  -1.49897  0.2038
H  2.89362  2.65450  -0.30958  0.2045
H  1.70727  3.92517  0.01856  0.1920

* orbital gap: 8.9 eV
* charge: -1
* HOMO level: -4.867 eV


*Q*
Molecular formula: C4H8NO3
Method: DFT, the ωB97M-V functional and the def2-TZVPD basis

Last column: natural (NBO) charge in e.
CARTESIAN COORDINATES (ANGSTROEM)
O  2.21337  0.43613  2.82733  -0.6853
C  1.66607  0.57630  1.73509  0.8778
O  2.46970  1.19756  0.74361  -0.7206
N  0.44043  0.08900  1.48094  -0.6280
C  -0.27876  0.35125  0.24785  -0.2371
C  -0.75345  -0.94303  -0.32751  -0.5303
C  -1.39531  -0.55241  -1.87072  0.0849
O  -1.14375  0.64997  -2.17702  -0.9009
H  1.91923  1.66945  0.06699  0.4880
H  0.02481  -0.34698  2.24340  0.4001
H  0.41137  0.89264  -0.61635  0.2230
H  -1.06979  1.16261  0.44110  0.1925
H  0.16923  -1.51392  -0.47943  0.1890
H  -1.62242  -1.36847  0.10719  0.1882
H  -2.33241  -0.87190  -2.03001  0.0870
H  -0.71835  -1.42821  -2.39248  -0.0284

* orbital gap: 6.3 eV
* charge: -1
* SMILES: O=C(O)NCCC[O-]
* HOMO level: -2.602 eV


The computed energies, referenced to the most stable structure and given in hartree, are *P* 0.0000; *Q* 0.1465.


*P*
Molecular formula: C3H9N2P
Method: DFT, the ωB97M-V functional and the def2-TZVPD basis

Last column: natural (NBO) charge in e.
CARTESIAN COORDINATES (ANGSTROEM)
C  2.30136  -3.19323  -0.35930  -0.0408
C  -0.94786  -0.47696  -1.30078  -0.1960
C  -2.76271  -0.77997  0.20320  -0.4310
N  1.34780  -2.35135  -0.41369  -0.6147
N  -1.50491  -0.08638  -0.12344  -0.5717
P  -1.01936  1.17923  0.85649  0.2399
H  2.94089  -3.06348  -1.16888  0.1638
H  2.54368  -3.92524  0.48231  0.1538
H  -1.19886  -1.39009  -1.82677  0.1865
H  0.02152  -0.06809  -1.50220  0.1976
H  -3.68694  -0.06652  -0.17935  0.2124
H  -2.80785  -1.74224  -0.38074  0.2137
H  -3.07893  -0.93417  1.24689  0.2330
H  0.56612  -2.43295  0.24259  0.3399
H  0.11997  1.32406  0.19142  -0.0863

* orbital gap (spin up / spin down): 7.0 / 7.4 eV
* charge: 0
* HOMO level (spin up / spin down): -6.806 / -6.833 eV


*Q*
Molecular formula: C3H9N2P
Method: DFT, the ωB97M-V functional and the def2-TZVPD basis

Last column: natural (NBO) charge in e.
CARTESIAN COORDINATES (ANGSTROEM)
C  0.20916  -1.64095  0.50412  -0.9002
P  -0.22351  0.06395  -0.32399  0.9332
C  1.43424  0.34671  -0.86939  -0.9940
N  -0.37443  0.99402  1.06800  -1.2036
H  -0.64924  -2.27869  0.29253  0.2199
H  0.99850  -2.07794  -0.03200  0.2104
H  0.43015  -1.33052  1.53122  0.2350
H  1.54591  1.45968  -0.67618  0.2383
H  2.17779  -0.38366  -0.62524  0.2330
H  1.37425  0.11671  -1.99435  0.2338
H  -0.45691  2.02360  0.91436  0.3927
H  -1.21029  0.69763  1.69201  0.4107
C  -3.51103  0.49329  -0.95016  0.0943
N  -3.48808  0.79165  0.14415  -0.3431
H  -3.39894  0.26696  -1.99964  0.2397

* orbital gap: 8.8 eV
* charge: 0
* SMILES: CP(C)N.C#N
* HOMO level: -7.679 eV


The computed energies, referenced to the most stable structure and given in hartree, are *P* 0.0880; *Q* 0.0000.


*P*
Molecular formula: C4ClO3
Method: DFT, the ωB97M-V functional and the def2-TZVPD basis

Last column: natural (NBO) charge in e.
CARTESIAN COORDINATES (ANGSTROEM)
C  -0.01632  -1.22585  2.11409  0.6600
C  -0.14882  -0.18012  1.43361  -0.6380
C  0.08558  0.49075  -3.18675  0.4947
C  0.00838  0.66906  0.44122  0.6907
O  0.02006  -2.03673  2.99371  -0.5860
O  -1.00628  0.65756  -2.82802  -0.5556
O  -0.39158  1.73237  0.01821  -0.5551
Cl  1.44898  -0.10705  -0.98606  -0.5107

* orbital gap: 8.6 eV
* charge: -1
* HOMO level: -4.731 eV


*Q*
Molecular formula: C4ClO3
Method: DFT, the ωB97M-V functional and the def2-TZVPD basis

Last column: natural (NBO) charge in e.
CARTESIAN COORDINATES (ANGSTROEM)
O  -0.70106  -2.23589  -0.11007  -0.6252
C  -0.73571  -1.02392  -0.07773  0.4468
C  -1.38939  0.27847  0.11784  0.4620
O  -2.38472  0.97640  0.37882  -0.6351
C  -0.00385  0.14228  -0.27364  -0.4709
C  1.22182  0.73077  -0.19123  0.5797
O  1.71222  1.81814  -0.16839  -0.5355
Cl  2.28070  -0.68624  0.32440  -0.2218

* orbital gap: 8.2 eV
* charge: -1
* SMILES: O=C1C(=O)C1=C([O-])Cl
* HOMO level: -4.475 eV


The computed energies, referenced to the most stable structure and given in hartree, are *P* 0.0000; *Q* 0.0125.